11
Properties=species:S:1:pos:R:3 method="wB97M-V/def2-TZVPD" spin_multiplicity=1 homo_lumo_gap_ev=10.4 lumo_energy_ha=-0.3651 e_homo_ev=-20.37 total_charge=+2 e_above_lowest_kj_mol=0.0
C 1.455 0.184 0.381
C 0.239 -0.251 -0.388
O -0.955 0.260 0.326
H 2.326 -0.250 -0.126
H 1.571 1.276 0.375
H 1.434 -0.188 1.413
H 0.091 -1.335 -0.399
H 0.190 0.166 -1.399
H -0.979 1.286 0.289
Ca -3.276 -1.380 0.038
O -2.098 0.232 -0.509

=====

30
Properties=species:S:1:pos:R:3 method="wB97M-V/def2-TZVPD" spin_multiplicity=1 homo_lumo_gap_ev="6.3 / 6.3" lumo_energy_ha="-0.1432 / -0.1433" e_homo_ev="-10.23 / -10.23" total_charge=+1 e_above_lowest_kj_mol=420.3
C -2.126 1.494 -2.931
C -0.709 1.868 -3.051
C -2.244 1.085 -1.656
C -0.077 1.742 -1.864
C -1.291 -2.711 1.440
C 2.525 -1.040 0.506
C 1.554 0.581 2.076
C 0.149 -0.938 0.596
N -0.998 1.298 -0.965
N -0.381 -1.531 1.629
N 1.450 -0.165 0.811
O -3.173 0.669 -0.834
O 1.206 1.714 -1.510
O -0.807 0.932 0.261
H -2.978 1.527 -3.584
H -0.293 2.018 -3.967
H -0.921 -3.497 2.157
H -2.289 -2.416 1.910
H -1.220 -2.775 0.352
H 2.231 -2.018 0.867
H 2.575 -1.237 -0.531
H 3.437 -0.565 0.924
H 2.350 1.188 1.914
H 0.681 1.163 2.089
H 1.764 -0.153 2.823
H 0.071 -1.340 -0.341
H -0.687 -0.993 2.485
H 1.385 0.602 0.096
H -2.827 0.954 0.077
H 1.643 2.544 -1.779

=====

6
Properties=species:S:1:pos:R:3 method="wB97M-V/def2-TZVPD" spin_multiplicity=1 smiles=F[C@H](I)SI homo_lumo_gap_ev=8.0 lumo_energy_ha=-0.0460 e_homo_ev=-9.23 e_above_lowest_kj_mol=37.0
F 1.130 0.157 -1.559
C 0.344 0.127 -0.481
I 1.757 -0.358 1.369
S -1.026 -0.993 -0.504
I -2.119 -0.139 1.414
H -0.086 1.207 -0.238

=====

15
Properties=species:S:1:pos:R:3 method="wB97M-V/def2-TZVPD" spin_multiplicity=1 homo_lumo_gap_ev=5.7 lumo_energy_ha=-0.0730 e_homo_ev=-7.73 e_above_lowest_kj_mol=425.8
C 2.254 -1.849 -0.034
C 1.069 -2.356 -0.464
C 2.001 -0.481 0.005
C 0.696 -0.232 -0.281
C -2.470 1.293 0.059
C -1.232 1.802 0.643
O 0.125 -1.399 -0.618
Cl -0.333 2.968 -0.277
Br 3.146 0.931 0.401
H 3.216 -2.348 -0.074
H 0.694 -3.312 -0.713
H -3.310 1.713 0.529
H -2.557 0.234 0.201
H -2.561 1.566 -1.005
H -0.737 1.469 1.629

=====

60
Properties=species:S:1:pos:R:3 method="wB97M-V/def2-TZVPD" spin_multiplicity=4 homo_lumo_gap_ev="4.3 / 5.1" lumo_energy_ha="-0.3394 / -0.3379" e_homo_ev="-13.58 / -14.31" total_charge=+2 e_above_lowest_kj_mol=718.9
P 2.152 0.319 -1.811
P -0.454 -1.272 -1.033
C 1.410 -0.789 -3.161
C -0.068 -0.805 -2.886
H 1.909 -1.772 -3.121
H 1.602 -0.314 -4.127
H -0.532 0.178 -3.079
H -0.529 -1.588 -3.485
C -0.298 -3.085 -1.166
H -0.740 -3.533 -0.280
H 0.735 -3.430 -1.193
H -0.800 -3.430 -2.072
C -2.237 -1.124 -1.550
H -2.341 -1.325 -2.633
H -2.625 -0.116 -1.340
H -2.856 -1.878 -1.042
C 3.812 0.706 -2.445
H 4.313 1.480 -1.841
H 3.735 1.070 -3.484
H 4.420 -0.204 -2.449
C 1.341 1.852 -2.485
H 0.284 1.875 -2.215
H 1.450 1.865 -3.569
H 1.776 2.751 -2.047
Re 1.314 -0.591 -0.038
C -3.613 0.632 0.959
C -3.612 -0.722 1.176
C -2.435 -1.487 1.193
C 1.158 1.211 -0.005
C -0.517 4.019 -1.042
C -1.547 3.582 -0.362
C -1.963 2.116 -0.505
C -2.366 1.427 0.826
C 2.857 0.374 1.236
H -4.561 1.176 0.941
H -4.619 -1.175 1.274
H -1.610 -1.248 1.861
H -2.409 -2.507 0.816
H 2.873 -1.315 -0.413
H 1.236 2.291 -0.075
H 0.128 4.895 -1.144
H -2.355 4.130 0.131
H -1.071 1.624 -0.915
H -2.764 2.045 -1.254
H -1.543 0.723 1.068
H -2.381 2.234 1.585
H 2.389 1.142 1.871
H 3.670 0.822 0.659
H 3.202 -0.464 1.850
C 0.145 -1.315 5.012
C 1.131 -2.132 4.409
C 1.422 -1.974 3.033
C 0.731 -1.004 2.334
C -0.035 -0.042 2.965
C -0.457 -0.266 4.292
H -0.141 -1.468 6.063
H 1.659 -2.882 5.019
H 2.199 -2.550 2.517
H -0.356 0.866 2.443
H -1.218 0.402 4.731

=====

19
Properties=species:S:1:pos:R:3 method="wB97M-V/def2-TZVPD" spin_multiplicity=1 smiles=N[C@H]1[C@]2(O)COC[C@]12N homo_lumo_gap_ev=9.0 lumo_energy_ha=0.0319 e_homo_ev=-8.13 e_above_lowest_kj_mol=452.5
N -0.409 -0.471 -2.455
C 0.019 -0.852 -1.144
C 0.837 0.129 -0.300
O 0.693 1.357 -1.004
C 1.298 0.450 1.109
O 0.130 1.215 1.576
C -1.048 0.815 0.824
C -0.595 -0.454 0.135
N -0.453 -1.600 1.036
H 0.267 -0.810 -3.149
H -0.470 0.534 -2.559
H 0.311 -1.885 -1.107
H 0.683 2.090 -0.346
H 1.540 -0.416 1.716
H 2.131 1.167 1.132
H -1.325 1.601 0.140
H -1.846 0.607 1.533
H -0.487 -1.264 1.985
H -1.275 -2.211 0.878

=====

59
Properties=species:S:1:pos:R:3 method="wB97M-V/def2-TZVPD" spin_multiplicity=1 smiles=COCCn1nnnc1[C@@H](c1ccc(OC)cc1)[NH+]1CCN(c2ccccc2F)CC1 homo_lumo_gap_ev=8.4 lumo_energy_ha=-0.0906 e_homo_ev=-10.86 total_charge=+1 e_above_lowest_kj_mol=24.8
C -4.792 -1.246 -1.568
O -3.499 -1.791 -1.421
C -3.460 -2.856 -0.496
C -2.078 -3.507 -0.552
N -1.103 -2.859 0.281
N -0.518 -3.524 1.281
N 0.317 -2.760 1.832
N 0.329 -1.570 1.252
C -0.560 -1.615 0.279
C -0.905 -0.501 -0.642
C -2.029 0.373 -0.128
C -2.664 1.233 -1.016
C -3.684 2.065 -0.600
C -4.101 2.046 0.733
O -5.086 2.795 1.247
C -5.789 3.695 0.414
C -3.457 1.182 1.628
C -2.434 0.364 1.205
N 0.307 0.365 -0.897
C 1.443 -0.376 -1.494
C 2.546 0.618 -1.889
N 3.000 1.362 -0.745
C 4.083 0.885 0.013
C 4.046 0.738 1.399
C 5.161 0.321 2.105
C 6.344 0.029 1.451
C 6.411 0.168 0.075
C 5.298 0.598 -0.616
F 5.397 0.744 -1.961
C 1.913 2.053 -0.108
C 0.773 1.109 0.302
H -5.141 -0.807 -0.627
H -5.504 -2.011 -1.893
H -4.718 -0.473 -2.328
H -3.681 -2.494 0.519
H -4.213 -3.610 -0.764
H -1.734 -3.504 -1.591
H -2.130 -4.534 -0.189
H -1.212 -0.926 -1.606
H -2.376 1.244 -2.058
H -4.156 2.717 -1.317
H -5.122 4.454 -0.004
H -6.304 3.169 -0.395
H -6.523 4.175 1.057
H -3.782 1.175 2.655
H -1.948 -0.282 1.920
H 0.004 1.072 -1.579
H 1.096 -0.930 -2.368
H 1.825 -1.073 -0.746
H 3.367 0.068 -2.344
H 2.159 1.320 -2.638
H 3.141 0.949 1.946
H 5.096 0.218 3.176
H 7.210 -0.298 2.002
H 7.317 -0.036 -0.472
H 2.278 2.590 0.766
H 1.527 2.797 -0.818
H -0.064 1.674 0.714
H 1.103 0.368 1.034

=====

161
Properties=species:S:1:pos:R:3 method="wB97M-V/def2-TZVPD" spin_multiplicity=2 homo_lumo_gap_ev="8.9 / 2.9" lumo_energy_ha="-0.0723 / -0.2917" e_homo_ev="-10.87 / -10.87" total_charge=+1
Br 0.163 -3.944 2.476
C 0.184 -4.501 4.442
C -0.873 -3.693 5.213
Br -2.771 -4.240 4.570
H 1.154 -4.203 4.839
H 0.150 -5.588 4.509
H -0.726 -2.613 5.227
H -0.815 -3.842 6.291
N 4.048 3.120 1.252
C 3.664 2.597 2.456
C 3.870 1.238 2.815
C 4.578 0.424 1.926
C 5.046 0.979 0.687
C 4.730 2.278 0.437
H 3.168 3.315 3.093
H 3.635 0.877 3.805
H 4.869 -0.562 2.256
H 5.552 0.396 -0.069
H 5.005 2.776 -0.481
N 1.365 -1.057 4.429
C 2.454 -1.484 3.726
C 3.518 -2.112 4.358
C 3.409 -2.401 5.705
C 2.339 -1.880 6.457
C 1.298 -1.240 5.761
H 2.581 -1.275 2.674
H 4.324 -2.580 3.813
H 4.205 -2.879 6.257
H 2.273 -1.927 7.534
H 0.500 -0.797 6.339
N 0.385 5.003 -0.723
C 1.731 4.969 -0.789
C 2.575 6.049 -0.964
C 1.999 7.278 -1.134
C 0.601 7.371 -1.100
C -0.211 6.243 -0.895
H 2.206 4.015 -0.612
H 3.649 5.934 -0.939
H 2.622 8.133 -1.352
H 0.054 8.280 -1.300
H -1.277 6.303 -0.733
N -0.536 1.301 -4.790
C -0.625 2.303 -3.899
C -0.199 3.617 -4.266
C 0.005 3.945 -5.600
C -0.079 2.869 -6.513
C -0.342 1.563 -6.116
H -0.915 2.100 -2.879
H -0.083 4.389 -3.519
H 0.119 4.970 -5.921
H 0.084 3.118 -7.551
H -0.411 0.727 -6.796
N -2.352 -3.059 -6.604
C -1.545 -2.234 -5.919
C -1.762 -1.724 -4.656
C -3.049 -1.960 -4.129
C -3.961 -2.701 -4.826
C -3.544 -3.276 -6.041
H -0.561 -2.145 -6.355
H -1.019 -1.226 -4.052
H -3.381 -1.648 -3.150
H -4.889 -2.922 -4.319
H -4.178 -3.971 -6.570
N -4.411 1.471 -1.546
C -4.853 2.320 -2.537
C -4.257 3.554 -2.812
C -3.321 4.012 -1.909
C -2.933 3.188 -0.807
C -3.475 1.904 -0.636
H -5.520 1.811 -3.218
H -4.483 4.132 -3.696
H -2.736 4.901 -2.092
H -2.088 3.515 -0.219
H -3.104 1.249 0.138
N -5.641 -2.351 -1.318
C -4.860 -2.081 -0.262
C -4.889 -2.773 0.919
C -5.593 -3.974 0.983
C -6.399 -4.307 -0.190
C -6.426 -3.448 -1.245
H -4.150 -1.268 -0.295
H -4.455 -2.350 1.813
H -5.716 -4.560 1.882
H -6.969 -5.223 -0.237
H -7.019 -3.644 -2.126
N 5.870 3.275 -3.797
C 5.774 1.954 -3.326
C 4.521 1.413 -3.020
C 3.369 2.139 -3.152
C 3.504 3.474 -3.523
C 4.735 4.036 -3.928
H 6.689 1.407 -3.154
H 4.486 0.374 -2.728
H 2.443 1.652 -2.883
H 2.587 4.033 -3.636
H 4.806 5.063 -4.255
C -0.617 -0.406 -0.538
C -0.183 0.920 0.030
C 1.368 0.802 0.131
O 1.544 -0.649 0.157
C 0.292 -1.312 0.270
H -0.457 -0.574 -1.603
H -1.645 -0.604 -0.232
H -0.586 1.206 1.002
H -0.496 1.653 -0.714
H 1.792 1.132 1.080
H 1.977 1.114 -0.717
H -0.009 -1.501 1.300
H 0.286 -2.350 -0.063
C -0.697 4.787 2.716
C -0.971 3.393 3.187
C 0.254 3.070 4.059
O 1.060 4.185 3.991
C 0.792 4.915 2.743
H -1.060 5.498 3.458
H -1.049 4.994 1.705
H -1.176 2.688 2.381
H -1.904 3.410 3.751
H 0.858 2.258 3.654
H 0.014 2.828 5.095
H 1.308 4.517 1.869
H 1.139 5.947 2.788
C -3.809 -0.167 4.459
C -2.309 -0.070 4.508
C -1.822 -0.519 3.192
O -2.944 -0.331 2.301
C -4.066 0.218 2.964
H -4.379 0.511 5.095
H -4.250 -1.110 4.781
H -1.857 -0.607 5.341
H -2.122 1.001 4.585
H -1.705 -1.603 3.186
H -0.922 0.010 2.879
H -4.962 -0.304 2.628
H -3.947 1.299 2.884
C 3.888 -3.660 -1.120
C 3.055 -4.501 -0.112
C 3.591 -4.026 1.320
O 4.650 -3.130 1.031
C 4.468 -2.537 -0.238
H 3.247 -3.363 -1.950
H 4.723 -4.218 -1.546
H 3.134 -5.580 -0.249
H 2.005 -4.216 -0.179
H 3.978 -4.947 1.755
H 2.838 -3.488 1.896
H 5.442 -2.180 -0.573
H 3.849 -1.640 -0.256
C -1.230 -5.480 -0.714
C -1.630 -4.349 -1.625
C -0.362 -4.225 -2.524
O 0.046 -5.603 -2.751
C -0.293 -6.328 -1.537
H -2.111 -6.035 -0.390
H -0.798 -5.002 0.164
H -2.031 -3.422 -1.215
H -2.512 -4.706 -2.155
H 0.458 -3.682 -2.054
H -0.534 -3.878 -3.543
H 0.647 -6.446 -0.998
H -0.752 -7.301 -1.711

=====

7
Properties=species:S:1:pos:R:3 method="wB97M-V/def2-TZVPD" spin_multiplicity=1 smiles="N=[SiH2].I" homo_lumo_gap_ev=8.0 lumo_energy_ha=-0.0419 e_homo_ev=-9.10 e_above_lowest_kj_mol=330.0
N 0.241 -0.597 -0.153
Si 0.767 0.447 1.010
H 0.660 -1.475 -0.393
H 2.086 1.048 0.958
H 0.030 0.673 2.116
I -2.476 0.072 -2.378
H -1.309 -0.169 -1.160

=====

| no. | electronic energy (eV) |
| --- | --- |
| 1 | -24684.349 |
| 2 | -19156.040 |
| 3 | -30806.367 |
| 4 | -90925.651 |
| 5 | -43038.600 |
| 6 | -12418.782 |
| 7 | -39013.560 |
| 8 | -227884.664 |
| 9 | -17530.960 |